Entry 1:
C3H5PS | wB97M-V/def2-TZVPD

Each line ends with the natural charge from an NBO analysis.
Element x y z (Å)
1 C -1.89435 -0.61691 0.43086  -0.583
2 P -0.47855 -1.49986 -0.30396  0.523
3 C 0.70421 -0.19515 0.19085  -0.713
4 C 0.08989 1.04496 -0.43236  -0.559
5 S -1.66350 1.06601 0.19372  0.402
6 H 0.47002 -2.48093 0.40267  0.018
7 H 1.66506 -0.28976 -0.12891  0.233
8 H 0.61662 -0.13620 1.23936  0.219
9 H 0.48566 2.02080 -0.01573  0.229
10 H 0.00493 1.08706 -1.57651  0.231

The molar mass is 104.11 g mol⁻¹. The SMILES is C1#[PH]CCS1. Its HOMO energy is -8.59 eV. Its spin multiplicity is 1. As for the gap between HOMO and LUMO: 8.19 eV. For the energy above the lowest of the compared OMol25 structures with the same formula, charge and spin, the calculation gives 278.1 kJ/mol.

Entry 2:
C36H64F2N16O13Si | wB97M-V/def2-TZVPD

Each line ends with the Löwdin charge.
Element x y z (Å)
1 C -2.91204 4.41757 5.82553  -0.119
2 O -3.00672 2.96742 5.59551  -0.236
3 C -1.70140 2.29618 5.69728  -0.163
4 C -1.60935 1.26537 4.39727  0.016
5 C -2.04551 -0.31717 4.41475  -0.071
6 C -2.60275 -1.03148 5.80864  -0.116
7 C -1.35575 -1.01776 6.88821  -0.211
8 O -1.09820 -2.31367 7.53825  -0.096
9 C -0.02467 -2.16261 8.57250  -0.265
10 C 0.97481 -0.86310 8.69348  -0.036
11 O 0.13635 -3.17472 9.46993  -0.053
12 C -1.93817 -1.24411 3.02662  0.076
13 C -1.35572 -0.61500 1.59050  -0.044
14 C -1.20863 -1.48812 0.19835  -0.067
15 C -2.38786 -1.00538 -0.83242  -0.242
16 O -3.59742 -0.70302 -0.28858  -0.073
17 N -2.29224 -0.90699 -2.33846  -0.190
18 C -3.00743 0.33215 -2.87814  -0.097
19 C -0.87105 -0.99367 -2.84869  -0.114
20 C -0.89856 0.95864 1.63656  0.046
21 C -1.03903 1.87729 2.98704  0.052
22 C -0.47202 3.35975 2.56879  -0.156
23 O -0.70406 4.57209 3.08815  0.022
24 N 0.44902 2.98302 1.38928  0.044
25 C 1.89803 2.74140 1.75018  -0.274
26 F 2.12002 2.12477 3.07973  -0.012
27 F 2.53630 4.10909 1.82267  -0.034
28 C 2.76266 1.90284 0.63738  -0.120
29 C 2.68721 0.26855 0.78980  -0.256
30 Si 4.27951 -0.67303 0.25555  0.514
31 C 5.16566 -1.25075 1.90372  -0.237
32 C 3.94702 -2.29255 -0.75513  -0.231
33 C 5.39832 0.51250 -0.81458  -0.236
34 C 6.69090 1.18183 0.00467  -0.065
35 C 7.64573 2.22843 -0.82376  -0.067
36 C 7.30915 2.58552 -2.39041  -0.071
37 C 6.03355 1.88301 -3.17781  -0.021
38 C 5.03180 0.81556 -2.38360  -0.046
39 C -0.24801 1.96204 0.51519  -0.190
40 O -0.36349 1.88237 -0.81825  0.004
41 H -1.86442 4.88971 5.60330  0.092
42 H -3.27690 4.71420 6.90168  0.097
43 H -3.66746 4.92325 5.05188  0.113
44 H -1.63845 1.75483 6.73311  0.114
45 H -0.77115 3.00357 5.61524  0.132
46 H -3.58925 -0.51385 6.21846  0.138
47 H -2.89814 -2.13991 5.55556  0.121
48 H -1.58416 -0.23081 7.74711  0.123
49 H -0.38540 -0.72772 6.25850  0.144
50 H 0.38274 0.16808 8.72086  0.092
51 H 1.69036 -0.79754 7.74434  0.111
52 H 1.67632 -0.88072 9.63527  0.105
53 H -2.26602 -2.38619 3.05674  0.112
54 H -0.11399 -1.33525 -0.18570  0.096
55 H -1.36772 -2.65712 0.36929  0.150
56 H -2.91089 0.41304 -4.05962  0.107
57 H -4.16412 0.32813 -2.63042  0.095
58 H -2.55414 1.33018 -2.43244  0.101
59 H -0.18901 -0.07470 -2.54849  0.097
60 H -0.29287 -1.95966 -2.45566  0.111
61 H -0.88975 -1.03387 -4.02855  0.080
62 H 2.46441 2.28775 -0.44935  0.147
63 H 3.89767 2.24651 0.77419  0.127
64 H 2.37077 -0.11218 1.85491  0.094
65 H 1.82371 -0.08888 0.04695  0.072
66 H 5.67405 -0.36108 2.48529  0.035
67 H 4.38695 -1.83191 2.59432  0.055
68 H 5.97564 -2.06414 1.59644  0.053
69 H 3.64491 -2.03562 -1.86955  0.041
70 H 4.94890 -2.93291 -0.84148  0.058
71 H 3.15802 -3.01236 -0.25787  0.048
72 H 6.85672 0.90042 1.15185  0.075
73 H 8.53808 2.71765 -0.24565  0.075
74 H 7.97392 3.36729 -2.99030  0.071
75 H 5.79005 2.15376 -4.29014  0.057
76 H 4.09845 0.29718 -2.86767  0.083
77 N -4.59907 -2.90667 -3.18526  0.172
78 C -4.40970 -4.12808 -2.65420  -0.721
79 N -5.37651 -5.01824 -2.94144  0.142
80 O -3.43936 -4.40595 -1.96727  0.013
81 H -5.39152 -2.65883 -3.75335  0.089
82 H -3.89430 -2.20669 -2.99324  0.063
83 H -5.27248 -5.94991 -2.56104  0.109
84 H -6.18279 -4.80817 -3.50515  0.092
85 N 11.23580 2.33626 -4.80781  0.151
86 C 10.33124 1.35278 -4.65206  -0.706
87 N 10.60599 0.22749 -5.33607  0.156
88 O 9.34137 1.47195 -3.94735  0.013
89 H 12.05691 2.25698 -5.38367  0.098
90 H 11.06664 3.20062 -4.31000  0.110
91 H 9.95020 -0.53763 -5.24642  0.117
92 H 11.41581 0.11052 -5.92130  0.098
93 N 1.91146 -2.96971 -6.63133  0.152
94 C 0.81386 -2.55069 -5.97603  -0.704
95 N -0.28011 -2.41636 -6.74728  0.157
96 O 0.81095 -2.31161 -4.77875  0.007
97 H 1.93349 -3.17160 -7.61667  0.098
98 H 2.75694 -3.08392 -6.08758  0.113
99 H -1.12809 -2.10302 -6.29311  0.108
100 H -0.29725 -2.60838 -7.73461  0.100
101 N 7.88119 4.13424 -5.91573  0.167
102 C 6.69851 4.01202 -6.54504  -0.705
103 N 6.50762 4.88535 -7.55027  0.149
104 O 5.86608 3.17652 -6.22937  0.014
105 H 8.57927 4.81584 -6.16114  0.099
106 H 8.06499 3.49582 -5.15271  0.070
107 H 5.63006 4.82732 -8.05031  0.113
108 H 7.18112 5.58032 -7.82490  0.097
109 N -2.75968 -1.70120 11.11457  0.157
110 C -3.66424 -2.68468 11.27032  -0.724
111 N -3.38948 -3.80997 10.58631  0.159
112 O -4.65410 -2.56551 11.97503  0.016
113 H -1.93856 -1.78048 10.53871  0.069
114 H -2.92884 -0.83684 11.61238  0.111
115 H -4.04527 -4.57509 10.67596  0.112
116 H -2.57966 -3.92694 10.00108  0.086
117 N -7.67919 1.68499 -3.52377  0.157
118 C -7.55585 0.35764 -3.70445  -0.736
119 N -8.11760 -0.39221 -2.73915  0.152
120 O -6.98069 -0.12698 -4.66621  0.018
121 H -8.14908 2.10284 -2.73845  0.101
122 H -7.27017 2.28555 -4.22774  0.116
123 H -8.04738 -1.39672 -2.83684  0.105
124 H -8.59532 -0.01152 -1.93988  0.105
125 N -11.22272 -2.31504 -4.09027  0.149
126 C -11.82397 -1.36557 -4.82968  -0.722
127 N -11.25620 -0.14893 -4.74560  0.156
128 O -12.80523 -1.58985 -5.52067  0.023
129 H -10.41403 -2.14966 -3.51511  0.078
130 H -11.61867 -3.24539 -4.12510  0.112
131 H -11.67800 0.59449 -5.28683  0.114
132 H -10.44815 0.05514 -4.18222  0.072

The molar mass is 995.09 g mol⁻¹. The SMILES is COCc1c(CCOC(C)=O)cc(CC(=O)N(C)C)c2c1C(=O)N(C(F)(F)CC[Si](C)(C)c1ccccc1)C2=O.NC(N)=O.NC(N)=O.NC(N)=O.NC(N)=O.NC(N)=O.NC(N)=O.NC(N)=O. Its HOMO energy is -7.95 eV. Its spin multiplicity is 1. As for the gap between HOMO and LUMO: 6.60 eV.

Entry 3:
C5H10NO | wB97M-V/def2-TZVPD

Each line ends with the natural charge from an NBO analysis.
Element x y z (Å)
1 C 3.30074 -1.17485 -0.31058  0.467
2 N 2.83278 -0.21129 0.09570  -0.186
3 C 1.95996 0.86421 0.37597  0.055
4 O 0.83858 0.78332 -0.37446  -0.481
5 C -0.23527 -0.01601 0.13750  -0.069
6 C -1.51608 0.38216 -0.58805  -0.414
7 C -2.71689 -0.32860 0.02508  -0.608
8 H 3.78579 -2.05276 -0.67178  0.303
9 H 2.50501 1.79339 0.17038  0.257
10 H 1.72299 0.78653 1.56474  0.233
11 H -0.33869 0.17324 1.21493  0.181
12 H -0.02118 -1.08099 -0.01811  0.173
13 H -1.63767 1.46267 -0.50554  0.220
14 H -1.41999 0.12811 -1.64345  0.216
15 H -2.58473 -1.40713 -0.00089  0.208
16 H -2.85955 -0.02250 1.05822  0.211
17 H -3.61579 -0.07950 -0.52967  0.236

Its net charge is +1. The molar mass is 100.14 g mol⁻¹. The SMILES is C#[N+]COCCC. Its HOMO energy is -15.05 eV. Its spin multiplicity is 1. As for the gap between HOMO and LUMO: 10.08 eV. For the energy above the lowest of the compared OMol25 structures with the same formula, charge and spin, the calculation gives 307.7 kJ/mol.

Entry 4:
C2H6N2O | wB97M-V/def2-TZVPD

Each line ends with the natural charge from an NBO analysis.
Element x y z (Å)
1 C 1.93698 -0.04260 0.01979  -0.420
2 N 0.61768 -0.64527 -0.01784  -0.637
3 C -0.51271 0.12503 -0.02126  0.772
4 N -1.69034 -0.56548 0.03323  -0.850
5 O -0.49352 1.35015 -0.00964  -0.670
6 H 2.52250 -0.32753 -0.87232  0.191
7 H 1.75408 1.04021 0.00842  0.249
8 H 2.47761 -0.29604 0.92854  0.192
9 H 0.47458 -1.65337 -0.05492  0.382
10 H -1.77574 -1.56193 -0.04221  0.384
11 H -2.54181 -0.02183 0.01059  0.408

The molar mass is 74.08 g mol⁻¹. The SMILES is CNC(N)=O. Its HOMO energy is -9.54 eV. Its spin multiplicity is 1. As for the gap between HOMO and LUMO: 10.38 eV. For the energy above the lowest of the compared OMol25 structures with the same formula, charge and spin, the calculation gives 5.4 kJ/mol.

Entry 5:
C7H18SSi | wB97M-V/def2-TZVPD

Each line ends with the natural charge from an NBO analysis.
Element x y z (Å)
1 C 2.30571 -0.03814 1.48391  -0.626
2 C 1.99916 -0.82477 0.26373  -0.659
3 C 2.67369 -0.04627 -1.01512  -0.616
4 Si 0.13490 -0.94447 -0.22966  1.429
5 C -0.17109 -1.20935 -2.09923  -0.988
6 S -1.95759 -1.56371 -2.58119  -0.063
7 C -0.90685 0.59619 0.22240  -0.657
8 C -0.90025 0.80903 1.79167  -0.594
9 C -2.32998 0.43920 -0.42973  -0.609
10 H 2.26245 1.05366 1.34237  0.210
11 H 1.80463 -0.41445 2.34936  0.215
12 H 3.29562 -0.18218 1.88797  0.213
13 H 2.43368 -1.87636 0.40541  0.237
14 H 2.09861 0.70027 -1.42136  0.197
15 H 3.01463 -0.71695 -1.83720  0.215
16 H 3.56715 0.50502 -0.69703  0.211
17 H -0.72473 -2.24624 0.61600  -0.172
18 H 0.27705 -2.08876 -2.40912  0.232
19 H 0.29038 -0.29105 -2.64764  0.235
20 H -1.55802 -2.48854 -3.63736  0.135
21 H -0.67484 1.56488 -0.17762  0.222
22 H 0.00461 1.10214 2.09878  0.202
23 H -1.64824 1.58854 1.96394  0.197
24 H -1.12633 -0.07009 2.28871  0.203
25 H -2.92227 -0.44038 -0.30237  0.218
26 H -2.16322 0.56863 -1.45038  0.205
27 H -2.78414 1.32070 -0.07819  0.206

The molar mass is 162.37 g mol⁻¹. The SMILES is CC(C)[SiH](CS)C(C)C. Its HOMO energy is -8.92 eV. Its spin multiplicity is 1. As for the gap between HOMO and LUMO: 9.66 eV. For the energy above the lowest of the compared OMol25 structures with the same formula, charge and spin, the calculation gives 131.3 kJ/mol.